No. 1
This record from the OMol25 dataset describes a molecular structure, C44H42N2O8W. The level of theory is the ωB97M-V functional and the def2-TZVPD basis.

Geometry (Å):
W (0.373, -0.310, 0.395)
O (-3.404, -0.794, 2.315)
C (-2.209, -0.975, 1.800)
O (-1.517, -0.059, 1.293)
C (-1.577, -2.257, 1.791)
C (-2.063, -3.467, 2.276)
C (-1.296, -4.609, 2.163)
C (-0.026, -4.486, 1.588)
C (0.414, -3.263, 1.141)
N (-0.346, -2.119, 1.205)
C (1.745, -2.923, 0.665)
O (2.704, -3.763, 0.387)
O (1.981, -1.699, 0.592)
H (-3.603, 0.157, 2.385)
H (-3.041, -3.495, 2.738)
H (-1.649, -5.560, 2.528)
H (0.609, -5.358, 1.516)
H (2.407, -4.684, 0.338)
O (0.355, -1.215, -1.236)
C (-0.443, -1.789, -2.272)
C (-1.879, -1.469, -1.893)
C (-2.200, -0.003, -1.730)
C (-3.444, 0.413, -2.190)
C (-3.854, 1.711, -1.971)
C (-2.987, 2.565, -1.317)
C (-1.748, 2.106, -0.902)
C (-0.787, 3.096, -0.307)
C (-0.277, 2.759, 1.093)
O (0.408, 1.486, 0.877)
C (0.793, 3.754, 1.561)
C (1.274, 4.764, 0.733)
C (2.258, 5.640, 1.176)
C (2.774, 5.520, 2.454)
C (2.293, 4.525, 3.294)
C (1.307, 3.658, 2.854)
C (-1.354, 2.622, 2.151)
C (-1.185, 1.795, 3.257)
C (-2.164, 1.708, 4.234)
C (-3.332, 2.455, 4.123)
C (-3.496, 3.307, 3.041)
C (-2.507, 3.395, 2.067)
N (-1.353, 0.829, -1.095)
C (-0.121, -3.284, -2.231)
C (-1.012, -4.244, -1.765)
C (-0.620, -5.572, -1.647)
C (0.669, -5.952, -1.988)
C (1.559, -5.000, -2.477)
C (1.162, -3.679, -2.605)
C (-0.069, -1.178, -3.611)
C (1.015, -0.334, -3.761)
C (1.327, 0.190, -5.012)
C (0.559, -0.134, -6.117)
C (-0.517, -1.001, -5.975)
C (-0.826, -1.525, -4.731)
H (-2.138, -1.978, -0.957)
H (-2.550, -1.874, -2.650)
H (-4.073, -0.292, -2.714)
H (-4.823, 2.052, -2.310)
H (-3.252, 3.598, -1.142)
H (-1.242, 4.085, -0.337)
H (0.083, 3.149, -0.959)
H (0.888, 4.903, -0.267)
H (2.610, 6.424, 0.519)
H (3.534, 6.206, 2.801)
H (2.676, 4.435, 4.302)
H (0.938, 2.904, 3.532)
H (-0.277, 1.204, 3.349)
H (-2.014, 1.066, 5.091)
H (-4.095, 2.392, 4.887)
H (-4.385, 3.916, 2.956)
H (-2.653, 4.085, 1.249)
H (-2.029, -3.983, -1.505)
H (-1.332, -6.314, -1.310)
H (0.967, -6.990, -1.916)
H (2.555, -5.294, -2.782)
H (1.851, -2.945, -3.005)
H (1.648, -0.115, -2.911)
H (2.182, 0.844, -5.121)
H (0.802, 0.273, -7.088)
H (-1.110, -1.276, -6.836)
H (-1.648, -2.223, -4.645)
C (2.524, -0.857, 3.197)
O (2.043, 0.141, 2.296)
C (3.086, 0.974, 1.752)
C (3.536, 0.477, 0.400)
O (2.429, 0.517, -0.535)
C (2.377, 1.780, -1.218)
H (2.926, -0.382, 4.094)
H (3.299, -1.478, 2.743)
H (1.675, -1.479, 3.480)
H (3.927, 1.005, 2.450)
H (2.672, 1.978, 1.679)
H (3.894, -0.546, 0.430)
H (4.342, 1.104, 0.012)
H (3.274, 1.887, -1.829)
H (2.301, 2.606, -0.510)
H (1.504, 1.765, -1.867)

The value obtained for the LUMO energy (spin up / spin down) is -6.4329 / -6.4405 eV. The calculation puts the HOMO energy (spin up / spin down) at -13.40 / -12.50 eV. As for the net charge: +2.

---

No. 2
This record from the OMol25 dataset describes a molecular structure, C4H6GaMgO5 at a distorted geometry. The level of theory is the ωB97M-V functional and the def2-TZVPD basis.

Geometry (Å):
C (-1.734, -0.618, -2.111)
O (-1.781, 0.402, -1.363)
O (-2.376, -0.678, -3.145)
Mg (-3.288, 1.480, -2.586)
O (-0.028, 2.192, 1.339)
O (1.045, 0.187, -1.081)
C (1.217, -0.949, -0.556)
C (1.233, -0.886, 0.957)
O (0.173, -0.074, 1.400)
C (0.468, 1.200, 2.103)
Ga (-0.411, 1.113, -0.140)
H (-0.624, -1.282, -1.904)
H (1.271, -2.001, -0.891)
H (2.213, -0.506, 1.291)
H (1.109, -1.910, 1.346)
H (-0.050, 1.102, 3.075)
H (1.563, 1.228, 2.266)

Its spin multiplicity is 2. Its relative energy (zero: lowest compared OMol25 entry of this formula, charge and spin) is 0.0 kJ/mol. The value obtained for the LUMO energy (spin up / spin down) is -10.0719 / -10.0255 eV. The calculation puts the HOMO energy (spin up / spin down) at -14.70 / -18.69 eV. As for the net charge: +2.

---

No. 3
This record from the OMol25 dataset describes a molecular structure, C2H3ClFI at a distorted geometry. The level of theory is the ωB97M-V functional and the def2-TZVPD basis.

Geometry (Å):
C (0.267, -0.833, -0.066)
C (-0.310, 0.575, -0.061)
F (-1.102, 0.768, -1.178)
Cl (-1.255, 1.087, 1.300)
I (1.341, 2.105, -0.053)
H (0.653, -1.109, 1.002)
H (-0.511, -1.482, -0.130)
H (0.917, -1.109, -0.813)

Its relative energy (zero: lowest compared OMol25 entry of this formula, charge and spin) is 8.0 kJ/mol. The value obtained for the LUMO energy is -0.0976 eV. The calculation puts the HOMO energy at -9.62 eV. As for the net charge: 0.

---

No. 4
This record from the OMol25 dataset describes 2 unconnected molecules or ions with the total composition C4H4N2O2 at a distorted geometry. The level of theory is the ωB97M-V functional and the def2-TZVPD basis.

Geometry (Å):
C (3.338, -0.247, 0.838)
C (-0.964, 1.095, 0.555)
C (-0.804, -1.182, 0.151)
C (0.233, 0.484, -1.227)
N (2.349, 0.114, 0.302)
N (-0.163, 1.413, -0.382)
O (-1.488, -0.123, 0.807)
O (-0.235, -0.710, -1.133)
H (-1.491, 1.675, 1.287)
H (0.121, -1.348, 0.862)
H (-1.560, -2.065, 0.071)
H (0.666, 0.894, -2.130)

Its relative energy (zero: lowest compared OMol25 entry of this formula, charge and spin) is 558.6 kJ/mol. The value obtained for the LUMO energy (spin up / spin down) is -2.1972 / -2.1975 eV. The calculation puts the HOMO energy (spin up / spin down) at -8.37 / -8.37 eV. As for the net charge: 0.

---

- What is the net charge in the third record?
  0